The following is a quantum chemistry calculation of 3 unconnected molecules or ions with the total composition C5H14N2O, from the OMol25 dataset.

The geometry in XYZ format:
```
22
Properties=species:S:1:pos:R:3:forces:R:3:lowdin_charge:R:1
H -1.551 -0.464 -0.123 1.686 -0.348 -0.575 0.222
H -0.186 1.257 -1.997 0.223 0.571 0.769 0.076
N 0.657 -2.547 0.569 -1.286 0.757 0.427 0.059
H 0.245 -3.064 -0.172 0.626 -0.703 -1.743 0.065
O -0.663 -1.873 -2.011 1.959 0.404 2.617 -0.157
H -0.747 1.523 1.428 1.006 0.893 -0.843 0.131
C 0.873 1.787 -0.127 0.400 0.006 -1.267 -0.287
H 1.739 -0.954 0.058 -0.566 0.725 -1.893 0.131
N -0.707 -0.594 2.300 0.904 -1.455 -3.759 0.043
C -0.158 2.032 -1.182 -2.107 -0.612 -2.007 -0.138
H 1.581 1.015 -0.495 0.077 0.991 0.067 0.100
H -1.188 -1.543 1.933 1.559 2.087 1.495 0.081
H -0.001 2.979 -1.697 -0.029 0.058 0.009 0.062
H 0.925 1.740 1.896 -0.333 -1.065 0.337 0.133
C 0.299 1.245 1.124 -0.541 1.565 2.807 -0.233
H -0.664 -1.289 -1.129 -0.858 -1.180 -2.725 -0.041
H -1.231 2.027 -0.815 1.251 0.173 -0.056 0.083
H 0.089 -2.951 1.347 0.430 1.658 -0.155 0.100
H 1.383 2.763 0.027 0.015 -0.917 0.265 0.120
C 0.680 -1.144 0.253 -1.114 -1.501 4.597 -0.078
C 0.089 -0.202 1.281 -1.721 -2.594 2.373 -0.460
H -1.464 -1.743 -2.466 -1.579 0.488 -0.741 -0.008
```
Forces are in eV/Å.

## Properties
E_tot ... -10432.33546 eV
Kohn-Sham gap ... 0.21468 hartree
E_HOMO ... -8.29 eV
LUMO level ... -2.451 eV

The following is a quantum chemistry calculation of 2 unconnected molecules or ions with the total composition C5H14N2O, from the OMol25 dataset.

The geometry in XYZ format:
```
22
Properties=species:S:1:pos:R:3:forces:R:3:lowdin_charge:R:1
H 2.449 1.437 -2.608 0.374 0.460 -0.440 0.033
C 2.131 1.039 -1.668 -2.859 2.053 -0.808 0.015
H -1.632 -1.651 2.643 9.348 -7.052 -1.687 -0.168
N -1.548 -0.686 -0.179 -1.726 0.661 -0.393 0.011
H -1.871 -0.267 2.609 -2.033 -2.752 0.501 0.127
H -2.186 -1.459 -0.041 0.834 -0.059 0.024 0.084
H 0.292 -0.987 -1.231 -0.475 -0.139 1.236 0.135
H -0.272 1.334 0.732 1.274 -1.588 -1.670 0.139
H -0.287 -2.017 1.716 -0.766 -0.234 -0.430 0.032
H 1.374 0.669 0.929 -1.821 -0.512 -2.645 0.159
H -0.766 2.681 -1.248 -0.394 -0.099 0.091 0.072
O -2.317 -1.212 2.771 -7.728 9.836 1.472 -0.010
H 0.539 -2.837 0.219 -1.039 1.501 1.357 0.109
C 0.282 -1.864 0.816 3.163 -0.808 -1.528 -0.057
C 0.927 1.473 -1.150 2.153 -1.200 0.288 -0.396
H 2.681 0.200 -1.358 0.231 -0.859 0.874 0.035
H 1.267 -1.628 1.280 -0.273 0.067 -0.583 0.068
H 0.431 3.068 -2.363 0.325 0.550 -1.206 0.067
N 0.183 2.610 -1.536 0.948 -1.909 1.536 0.105
C -0.131 -0.739 -0.196 0.943 -0.822 -0.090 -0.462
C 0.497 0.653 0.067 -0.743 2.714 4.251 -0.161
H -2.043 0.183 -0.206 0.263 0.192 -0.150 0.062
```
Forces are in eV/Å.

## Properties
E_tot ... -10436.61798 eV
Kohn-Sham gap ... 0.32830 hartree
E_HOMO ... -8.14 eV
LUMO level ... 0.793 eV

The following is a quantum chemistry calculation of 2 unconnected molecules or ions with the total composition C5H14N2O, from the OMol25 dataset.

The geometry in XYZ format:
```
22
Properties=species:S:1:pos:R:3:forces:R:3:lowdin_charge:R:1
H -1.346 -0.686 0.362 -1.126 0.154 0.381 0.101
O -0.183 1.162 3.516 0.093 1.126 -1.001 -0.080
C -1.335 -2.475 -0.727 -4.084 -1.093 -2.204 -0.253
H -1.701 -3.300 -0.108 0.263 0.404 0.392 0.111
H -0.579 2.038 3.286 0.353 -1.041 0.404 0.059
H 0.494 1.058 2.817 -0.444 -0.086 0.689 0.002
H 1.717 3.439 -0.002 -0.370 -0.714 0.128 0.080
H 0.432 -0.680 -1.923 0.254 -0.355 -0.909 0.084
H -0.040 -1.666 0.766 -0.337 -0.603 -0.229 0.120
C 0.818 0.585 -0.291 -2.693 -3.148 0.237 -0.196
H -0.785 -2.952 -1.510 0.949 -0.311 -0.256 0.094
H 1.798 2.022 1.157 -0.017 0.357 -0.571 0.050
N -2.573 -2.028 -1.545 2.700 -0.926 -0.707 -0.006
H 0.438 0.746 0.854 1.264 -0.178 -3.097 0.138
H -2.263 -1.326 -2.203 -0.418 0.097 0.082 0.044
C -0.669 -1.373 -0.096 2.227 1.507 2.341 -0.282
C 2.068 2.395 0.162 3.806 2.394 -0.369 -0.147
C 0.246 -0.501 -0.894 0.637 1.954 1.031 -0.118
H 3.218 2.563 0.242 -1.621 -0.415 -0.196 0.101
N 1.735 1.432 -0.848 -0.650 0.032 1.319 -0.086
H -3.457 -1.833 -1.163 -0.653 0.368 1.091 0.026
H 1.967 1.377 -1.853 -0.133 0.475 1.443 0.157
```
Forces are in eV/Å.

## Properties
E_tot ... -10437.09369 eV
Kohn-Sham gap ... 0.30055 hartree
E_HOMO ... -7.46 eV
LUMO level ... 0.719 eV